ORCA calculation (the ωB97M-V functional and the def2-TZVPD basis) on a molecular structure, C30H50BrN3P2STi.

```
88
Properties=species:S:1:pos:R:3:lowdin_spin:R:1
C -0.075 5.810 -4.575 -0.002
C -0.447 4.595 -5.161 -0.004
C -0.716 4.510 -6.541 -0.003
C -0.628 5.702 -7.296 0.000
N -0.275 6.852 -6.713 -0.002
C 0.009 6.930 -5.412 0.000
C -0.521 3.352 -4.406 -0.011
C -1.242 2.635 -3.553 0.000
C -1.644 1.740 -2.533 0.019
C -0.663 0.680 -2.406 0.006
C -0.634 -0.069 -1.237 0.007
C -1.805 -0.257 -0.472 0.006
C -2.925 0.536 -0.819 0.016
C -2.829 1.611 -1.735 0.003
Ti 0.220 1.624 -4.285 0.885
P 2.725 -0.591 -1.665 0.001
H -1.047 3.590 -6.978 0.000
H 0.098 5.900 -3.495 0.000
H -0.854 5.679 -8.357 0.000
H 0.297 7.925 -5.007 0.000
H -3.711 2.207 -1.895 0.000
H -0.302 0.087 -3.401 0.025
H -3.882 0.348 -0.346 0.001
H 0.279 -0.598 -0.926 0.000
C 2.647 -2.058 -0.546 0.000
C 3.193 -3.392 -1.043 0.000
H 1.579 -2.163 -0.295 0.000
H 3.152 -1.763 0.386 0.000
H 3.095 -4.127 -0.235 0.000
H 2.626 -3.765 -1.900 0.000
H 4.260 -3.331 -1.306 0.000
C 3.133 -1.247 -3.358 0.001
C 3.284 -0.132 -4.380 0.004
H 2.314 -1.924 -3.643 0.000
H 4.082 -1.811 -3.250 0.000
H 3.578 -0.576 -5.331 0.000
H 2.306 0.405 -4.558 0.005
H 4.059 0.578 -4.078 0.000
C 4.360 0.172 -1.237 0.000
C 5.579 -0.746 -1.193 0.000
H 4.224 0.660 -0.263 0.000
H 4.527 0.962 -1.987 0.000
H 6.465 -0.148 -0.933 0.000
H 5.466 -1.522 -0.427 0.000
H 5.776 -1.211 -2.170 0.000
Br -1.771 -1.569 0.820 0.003
P -2.224 -2.407 -4.001 0.601
C -0.508 -2.555 -3.359 0.090
C -0.046 -4.007 -3.621 0.021
H -0.538 -2.345 -2.266 0.014
H 0.166 -1.794 -3.812 0.003
H 1.038 -4.097 -3.556 0.001
H -0.469 -4.697 -2.889 0.000
H -0.371 -4.354 -4.607 0.007
C -3.210 -2.702 -2.508 0.089
C -4.591 -3.326 -2.699 0.009
H -3.241 -1.756 -1.957 0.021
H -2.632 -3.419 -1.911 0.000
H -5.109 -3.411 -1.744 0.000
H -5.244 -2.756 -3.356 0.000
H -4.483 -4.335 -3.109 0.002
C -2.784 -0.832 -4.675 0.109
C -2.497 -0.850 -6.192 0.026
H -2.280 0.009 -4.154 0.030
H -3.856 -0.723 -4.471 0.000
H -2.652 0.139 -6.640 0.001
H -1.461 -1.167 -6.397 0.005
H -3.184 -1.566 -6.683 0.003
C -1.643 2.547 1.827 0.000
N -0.689 1.658 2.491 0.000
C -1.290 0.510 3.175 0.000
C 0.568 1.533 1.936 0.001
S 0.941 2.112 0.396 0.004
N 1.477 0.885 2.733 0.001
C 1.374 1.046 4.181 0.000
C 2.827 0.754 2.197 0.000
H -2.417 2.822 2.556 0.000
H -2.128 2.074 0.965 0.000
H -1.088 3.432 1.480 0.000
H -0.597 -0.343 3.143 0.000
H -1.542 0.753 4.226 0.000
H -2.211 0.221 2.666 0.000
H 1.040 0.114 4.629 0.000
H 2.356 1.272 4.594 0.000
H 0.682 1.857 4.431 0.000
H 2.827 0.091 1.325 0.000
H 3.235 1.721 1.893 0.000
H 3.437 0.319 2.990 0.000
```

Output
Kohn-Sham gap (alpha / beta) in eV: 5.83 / 3.39
Spin multiplicity: 3
Molecular weight in g mol⁻¹: 674.54
HOMO level (alpha / beta) in eV: -12.39 / -12.40
<S²>: 2.0119
Relative energy (zero: lowest compared OMol25 entry of this formula, charge and spin) in kJ/mol: 852.75
Net charge: +2
Electronic energy in eV: -158939.087

***

ORCA calculation (the ωB97M-V functional and the def2-TZVPD basis) on 2 unconnected molecules or ions with the total composition C4H12.

```
16
Properties=species:S:1:pos:R:3:mulliken_charge:R:1
C -1.985 0.295 0.734 -0.689
C -2.193 1.604 -0.010 -0.829
H -0.937 0.049 0.893 0.106
H -2.244 0.428 1.795 0.308
H -2.575 -0.537 0.363 0.263
H -1.470 2.348 0.326 0.274
H -3.183 2.038 0.123 0.316
H -2.011 1.452 -1.075 0.260
C 1.471 -0.572 -0.609 -0.644
C 2.689 -1.333 -0.107 -0.929
H 1.785 0.255 -1.253 0.300
H 0.808 -1.137 -1.262 0.333
H 0.918 -0.116 0.204 0.077
H 3.307 -1.676 -0.942 0.281
H 3.324 -0.675 0.483 0.278
H 2.426 -2.208 0.487 0.297
```

Output
Kohn-Sham gap in eV: 12.63
SMILES string: CC.CC
Molecular weight in g mol⁻¹: 60.14
HOMO level in eV: -11.46
Relative energy (zero: lowest compared OMol25 entry of this formula, charge and spin) in kJ/mol: 18.45
Electronic energy in eV: -4342.337

***

ORCA calculation (the ωB97M-V functional and the def2-TZVPD basis) on a single C2H2Cl2NOP molecule.

```
9
Properties=species:S:1:pos:R:3:mulliken_charge:R:1
Cl 2.263 -1.074 0.266 -0.128
C 1.060 0.106 -0.011 0.395
Cl 1.746 1.719 -0.149 -0.152
N -0.097 0.006 1.375 -0.469
C -1.160 -0.365 0.832 0.091
O -1.357 -0.613 -0.450 -0.352
P -0.050 -0.237 -1.499 0.111
H -2.003 -0.569 1.370 0.451
H -0.402 1.028 -1.732 0.053
```

Output
Kohn-Sham gap in eV: 10.52
SMILES string: ClC1(Cl)N=COP1
Molecular weight in g mol⁻¹: 157.92
HOMO level in eV: -10.05
Relative energy (zero: lowest compared OMol25 entry of this formula, charge and spin) in kJ/mol: 262.38
Electronic energy in eV: -39976.023

***

ORCA calculation (the ωB97M-V functional and the def2-TZVPD basis) on a single C5H7NO molecule.

```
14
Properties=species:S:1:pos:R:3:mulliken_charge:R:1
C -0.228 2.043 1.318 -1.126
C -0.130 0.841 0.443 0.425
C 0.537 -0.337 0.543 -0.667
C 0.217 -1.090 -0.640 0.741
N 0.763 -2.347 -0.973 -0.560
C -0.628 -0.306 -1.357 -0.586
O -0.836 0.880 -0.714 -0.369
H -0.132 2.957 0.721 0.304
H 0.569 2.034 2.066 0.306
H -1.191 2.083 1.840 0.256
H 1.202 -0.642 1.339 0.387
H 0.434 -3.079 -0.354 0.251
H 0.543 -2.613 -1.925 0.239
H -1.122 -0.424 -2.310 0.399
```

Output
Kohn-Sham gap in eV: 9.13
SMILES string: Cc1cc(N)co1
Molecular weight in g mol⁻¹: 97.12
HOMO level in eV: -8.06
Relative energy (zero: lowest compared OMol25 entry of this formula, charge and spin) in kJ/mol: 69.52
Electronic energy in eV: -8835.482

***

ORCA calculation (the ωB97M-V functional and the def2-TZVPD basis) on a molecular structure, C35H25Cl2GaN6O6.

```
75
Properties=species:S:1:pos:R:3:mulliken_charge:R:1
Ga 0.454 0.876 -0.909 -0.091
C 2.401 3.073 2.478 -1.225
C 3.686 2.557 2.450 -0.615
C 4.078 1.780 1.373 -0.901
C 3.153 1.505 0.378 0.666
N 1.899 1.955 0.442 0.425
C 1.537 2.746 1.449 -0.229
C 3.463 0.719 -0.834 0.635
C 4.754 0.506 -1.281 -1.087
C 4.950 -0.193 -2.459 -0.620
C 3.849 -0.644 -3.165 -0.952
C 2.589 -0.380 -2.666 -0.224
N 2.403 0.270 -1.517 0.560
H 2.061 3.698 3.291 0.468
H 4.379 2.756 3.256 0.451
H 5.077 1.373 1.323 0.433
H 0.528 3.129 1.431 0.669
H 5.595 0.909 -0.737 0.438
H 5.950 -0.362 -2.834 0.440
H 3.963 -1.186 -4.092 0.465
H 1.692 -0.692 -3.180 0.567
Cl -3.259 -2.575 1.833 -0.171
C -1.722 -2.702 2.621 1.134
C -1.677 -2.505 3.990 -0.704
C -0.463 -2.449 4.651 -0.509
C 0.714 -2.529 3.927 -0.629
C 0.654 -2.737 2.564 0.713
Cl 2.132 -2.755 1.649 -0.220
C -0.554 -2.890 1.865 -0.993
N -0.537 -3.117 0.498 0.154
C -1.324 -4.047 -0.197 0.532
C -1.847 -5.148 0.486 -0.350
C -2.553 -6.137 -0.171 -0.741
C -2.758 -6.037 -1.538 -0.853
C -2.240 -4.948 -2.215 -0.911
C -1.511 -3.944 -1.578 0.613
C -0.917 -2.878 -2.478 -1.153
C -1.129 -1.412 -2.136 0.833
O -2.224 -0.919 -2.378 -0.799
O -0.072 -0.748 -1.765 0.153
H -2.603 -2.345 4.525 0.433
H -0.434 -2.300 5.721 0.389
H 1.674 -2.429 4.413 0.427
H 0.267 -2.759 0.008 0.082
H -1.664 -5.235 1.549 0.472
H -2.929 -6.987 0.382 0.401
H -3.310 -6.801 -2.071 0.381
H -2.412 -4.866 -3.282 0.339
H -1.412 -3.004 -3.438 0.533
H 0.154 -3.051 -2.619 0.251
N -0.165 4.253 -1.235 -0.208
C 0.805 3.571 -1.887 0.823
O 0.620 2.313 -2.111 -0.530
C 1.981 4.213 -2.264 0.431
C 2.160 5.596 -2.020 -0.352
N 2.295 6.717 -1.786 -0.550
C 3.018 3.473 -2.884 0.161
N 3.862 2.866 -3.385 -0.627
H -1.061 3.806 -1.153 0.151
H -0.134 5.259 -1.221 0.227
O -2.064 1.759 -1.252 -0.287
C -2.897 2.109 -0.236 0.480
C -4.123 2.694 -0.544 -0.563
C -4.936 3.182 0.461 -0.457
C -4.531 3.094 1.788 -0.637
C -3.330 2.483 2.091 -1.269
C -2.497 1.976 1.092 0.630
C -1.234 1.293 1.550 0.454
O -0.976 1.282 2.736 -0.727
O -0.448 0.672 0.690 0.710
H -2.396 0.968 -1.764 0.184
H -4.417 2.767 -1.584 0.531
H -5.883 3.642 0.210 0.409
H -5.151 3.496 2.577 0.428
H -3.004 2.369 3.116 0.511
```

Output
Kohn-Sham gap in eV: 6.94
Molecular weight in g mol⁻¹: 766.25
HOMO level in eV: -7.83
Relative energy (zero: lowest compared OMol25 entry of this formula, charge and spin) in kJ/mol: 152.09
Electronic energy in eV: -135352.090

***

ORCA calculation (the ωB97M-V functional and the def2-TZVPD basis) on 2 unconnected molecules or ions with the total composition C20H28BBr2FN5O4.

```
61
Properties=species:S:1:pos:R:3:mulliken_charge:R:1
C 4.793 -3.441 2.654 -0.897
C 3.875 -2.820 1.400 -0.153
C 3.584 -1.260 1.794 -0.674
C 3.141 -0.282 0.560 0.446
C 3.947 -0.600 -0.871 -1.125
C 1.495 -0.194 0.324 -0.450
Br 0.779 -2.047 -0.145 -0.016
C 0.917 0.924 -0.733 0.281
C 1.176 0.744 -2.346 0.292
O 1.521 -0.382 -2.975 -0.468
N 1.060 2.002 -3.199 -0.222
C 0.239 1.779 -4.448 0.404
O 0.307 2.740 -5.407 -0.455
F -0.673 0.647 -4.725 -0.165
N -0.578 1.035 -0.424 -0.239
Br -1.760 0.203 -1.621 0.067
C -0.755 0.467 0.981 0.002
N -2.011 0.350 1.535 0.151
C -2.222 -0.256 2.925 -0.350
O -3.657 -0.264 3.339 -0.395
C -4.438 -1.214 2.531 0.388
C -5.813 -0.795 1.677 -0.271
C -6.695 -1.918 0.807 -0.366
C -6.106 -3.457 0.809 -0.305
C -4.755 -3.936 1.625 -0.387
C -3.952 -2.791 2.484 -0.199
N 0.622 0.105 1.559 0.149
B 0.955 1.363 2.337 0.356
C 2.159 1.490 3.476 -0.770
O 0.144 2.607 2.124 -0.562
H 5.116 -2.590 3.419 0.280
H 5.818 -3.833 2.186 0.248
H 4.295 -4.368 3.166 0.268
H 4.519 -2.989 0.439 0.247
H 2.884 -3.482 1.410 0.177
H 4.525 -0.800 2.315 0.463
H 2.720 -1.278 2.618 0.016
H 3.511 0.814 0.858 0.220
H 5.088 -0.776 -0.582 0.366
H 3.906 0.408 -1.472 0.335
H 3.468 -1.516 -1.419 0.266
H 1.252 2.059 -0.575 0.155
H 0.711 2.816 -2.640 0.367
H -2.902 0.665 1.047 0.400
H -1.683 -1.283 3.080 0.286
H -1.697 0.508 3.676 0.169
H -6.220 0.325 1.665 0.308
H -7.685 -1.645 0.214 0.318
H -6.677 -4.310 0.202 0.285
H -4.320 -5.023 1.641 0.315
H -2.984 -3.065 3.125 0.226
H 3.111 1.957 2.980 0.264
H 2.330 0.421 3.924 0.263
H 1.726 2.149 4.372 0.330
H -0.402 2.797 2.965 0.345
C -1.360 4.803 -7.441 -0.537
C -1.144 5.961 -8.402 0.256
N -0.965 6.921 -9.199 -0.400
H -1.585 3.891 -8.001 0.263
H -0.459 4.641 -6.844 0.164
H -2.196 5.025 -6.772 0.272
```

Output
Kohn-Sham gap in eV: 6.68
Molecular weight in g mol⁻¹: 592.09
HOMO level in eV: -11.40
Net charge: +1
Electronic energy in eV: -180290.038